Below is C4H4KLi2O5 as an isolated structure, with properties calculated with ωB97M-V with the def2-TZVPD basis set.

As for the total charge: +1. For the energy above the lowest of the compared OMol25 structures with the same formula, charge and spin, the calculation gives 0.000 eV. Its frontier orbital gap is 7.1203 eV.

XYZ file:
```
16
C4H4KLi2O5 (ωB97M-V with the def2-TZVPD basis set)
O -2.688 -2.714 -3.538
C -1.561 -2.608 -2.997
O -0.495 -2.993 -3.535
Li -1.668 -3.540 -5.014
O -1.451 -2.049 -1.778
C -0.384 -1.140 -1.560
C -0.760 -0.303 -0.356
H -0.242 -0.499 -2.441
H 0.552 -1.684 -1.374
H -1.628 0.334 -0.573
H -0.984 -0.928 0.518
O 0.379 0.516 -0.066
C 0.549 1.099 1.158
O -0.324 0.906 2.009
K 1.089 2.901 4.342
Li 1.974 1.711 -0.275
```